# 1
The following is a DFT calculation (ωB97M-V/def2-TZVPD) of a cluster of 4 separate species, C48H94ClN6O5PS in total.

Its net charge is +1. Its HOMO-LUMO gap (spin up / spin down) is 5.383 / 5.986 eV. Its multiplicity is 4.

Each line ends with the Mulliken spin population.
Geometry (Å):
1 C 4.23 0.39 1.26  -0.001
2 C 4.09 0.15 -0.37  0.001
3 C 5.41 -0.58 -1.02  0.011
4 C 5.92 -1.89 -0.16  0.000
5 C 6.01 -3.20 -1.16  0.000
6 C 4.45 -3.67 -1.48  0.000
7 C 4.53 -5.31 -1.79  0.000
8 C 2.99 -5.87 -1.63  0.000
9 C 2.72 -6.65 -0.19  0.000
10 C 1.11 -6.90 -0.05  0.000
11 C 0.38 -6.01 1.14  0.000
12 C -1.24 -6.38 1.30  0.000
13 C -1.93 -5.35 2.42  0.000
14 C -2.60 -4.01 1.74  0.000
15 C -1.94 -2.53 1.85  0.000
16 C -2.89 -1.48 1.07  0.000
17 N -4.13 -1.86 0.40  0.000
18 C -4.92 -0.70 -0.25  0.000
19 C -4.59 -0.66 -1.88  0.000
20 C -5.97 -1.09 -2.69  0.000
21 C -5.65 -2.22 -3.86  0.000
22 S -6.04 -3.98 -3.31  0.000
23 O -4.69 -4.72 -2.98  0.000
24 O -6.91 -4.04 -2.03  0.000
25 Cl -7.12 -4.94 -4.85  0.000
26 N -4.72 -3.05 0.22  0.000
27 C -3.94 -4.08 0.89  0.000
28 P -4.70 -5.87 0.72  0.000
29 N -4.95 -6.59 2.14  0.000
30 H 4.03 1.53 1.55  0.001
31 H 5.28 0.12 1.69  -0.001
32 H 3.44 -0.33 1.80  0.000
33 H 3.08 -0.43 -0.62  0.000
34 H 4.00 1.22 -0.89  0.000
35 H 6.34 0.14 -1.11  -0.009
36 H 5.11 -0.93 -2.12  0.000
37 H 5.17 -2.17 0.70  0.000
38 H 7.01 -1.75 0.29  0.000
39 H 6.55 -2.97 -2.18  0.000
40 H 6.49 -4.09 -0.55  0.000
41 H 3.96 -3.07 -2.37  0.000
42 H 3.78 -3.52 -0.51  0.000
43 H 4.93 -5.50 -2.89  0.000
44 H 5.19 -5.82 -0.97  0.000
45 H 2.65 -6.59 -2.49  0.000
46 H 2.23 -4.96 -1.63  0.000
47 H 3.11 -6.02 0.73  0.000
48 H 3.27 -7.71 -0.19  0.000
49 H 0.84 -8.06 0.01  0.000
50 H 0.63 -6.52 -1.07  0.000
51 H 0.95 -6.31 2.15  0.000
52 H 0.57 -4.85 1.01  0.000
53 H -1.27 -7.44 1.79  0.000
54 H -1.74 -6.31 0.24  0.000
55 H -1.00 -4.96 3.06  0.000
56 H -2.62 -5.92 3.18  0.000
57 H -0.97 -2.26 2.43  0.000
58 H -2.55 -0.35 1.07  0.000
59 H -6.07 -0.76 -0.02  0.000
60 H -4.51 0.33 0.18  0.000
61 H -3.65 -1.30 -2.17  0.000
62 H -4.31 0.46 -2.19  0.000
63 H -6.35 -0.11 -3.25  0.000
64 H -6.84 -1.41 -1.97  0.000
65 H -6.35 -1.94 -4.78  0.000
66 H -4.53 -2.15 -4.25  0.000
67 H -3.86 -6.59 -0.20  0.000
68 H -6.02 -5.79 0.07  0.000
69 H -4.37 -7.48 2.09  0.000
70 C 8.03 4.46 2.84  0.032
71 C 8.49 3.03 2.42  0.008
72 C 10.04 2.89 2.47  0.013
73 C 10.79 3.47 1.28  -0.015
74 C 10.20 2.97 -0.03  0.015
75 C 8.68 3.25 -0.12  0.027
76 N 7.92 2.72 1.07  0.296
77 O 7.86 1.32 0.95  0.641
78 C 8.49 4.79 -0.29  0.016
79 C 8.13 2.68 -1.47  -0.014
80 C 7.95 2.13 3.58  -0.014
81 H 7.67 5.08 2.02  -0.015
82 H 7.16 4.42 3.51  0.003
83 H 8.82 5.01 3.35  0.000
84 H 10.30 1.82 2.53  0.003
85 H 10.43 3.34 3.39  0.001
86 H 10.78 4.56 1.33  0.000
87 H 11.85 3.17 1.34  0.002
88 H 10.73 3.44 -0.86  0.001
89 H 10.40 1.89 -0.12  0.001
90 H 7.43 5.05 -0.31  -0.006
91 H 8.93 5.13 -1.23  0.000
92 H 8.97 5.38 0.49  0.001
93 H 8.32 1.60 -1.58  0.001
94 H 8.61 3.16 -2.33  0.000
95 H 7.05 2.85 -1.56  0.002
96 H 6.85 2.11 3.59  0.000
97 H 8.28 2.52 4.55  0.000
98 H 8.31 1.10 3.52  0.003
99 C 4.40 9.57 5.30  0.006
100 C 4.83 8.47 4.28  0.024
101 C 4.12 8.65 2.91  0.017
102 C 2.69 8.13 2.84  -0.017
103 C 2.60 6.70 3.37  0.018
104 C 3.19 6.58 4.80  0.028
105 N 4.59 7.12 4.90  0.308
106 O 5.45 6.21 4.26  0.620
107 C 2.22 7.31 5.78  0.009
108 C 3.11 5.09 5.26  -0.006
109 C 6.34 8.81 4.02  -0.009
110 H 3.75 9.21 6.09  -0.008
111 H 5.27 9.96 5.85  -0.001
112 H 3.90 10.41 4.81  0.000
113 H 4.69 8.11 2.13  0.003
114 H 4.13 9.70 2.61  0.002
115 H 2.02 8.80 3.40  0.000
116 H 2.34 8.15 1.80  0.002
117 H 1.55 6.38 3.36  0.000
118 H 3.13 6.03 2.68  0.002
119 H 2.61 7.29 6.80  -0.006
120 H 1.24 6.81 5.80  0.000
121 H 2.01 8.34 5.51  0.000
122 H 3.63 4.40 4.58  0.001
123 H 2.07 4.74 5.30  0.000
124 H 3.53 4.96 6.27  0.000
125 H 6.95 8.65 4.91  0.000
126 H 6.45 9.86 3.72  0.000
127 H 6.77 8.21 3.20  0.003
128 C -13.80 -1.71 -3.68  0.010
129 C -13.37 -2.58 -4.90  0.031
130 C -13.38 -4.10 -4.57  0.020
131 C -12.18 -4.61 -3.80  -0.019
132 C -10.88 -4.17 -4.46  0.016
133 C -10.82 -2.63 -4.65  0.016
134 N -12.03 -2.09 -5.38  0.272
135 O -11.90 -2.46 -6.73  0.653
136 C -10.66 -1.98 -3.25  0.023
137 C -9.49 -2.25 -5.37  -0.005
138 C -14.54 -2.36 -5.92  -0.005
139 H -12.99 -1.17 -3.21  -0.007
140 H -14.49 -0.92 -3.98  -0.001
141 H -14.29 -2.31 -2.91  0.000
142 H -13.43 -4.67 -5.51  0.002
143 H -14.29 -4.36 -4.02  0.002
144 H -12.22 -4.27 -2.76  0.000
145 H -12.21 -5.71 -3.76  0.002
146 H -10.03 -4.51 -3.85  0.002
147 H -10.78 -4.68 -5.43  0.001
148 H -10.66 -0.89 -3.32  -0.011
149 H -9.71 -2.27 -2.79  0.001
150 H -11.43 -2.28 -2.53  0.001
151 H -9.37 -2.75 -6.34  0.001
152 H -8.62 -2.55 -4.77  0.001
153 H -9.42 -1.17 -5.54  -0.005
154 H -14.58 -1.32 -6.28  -0.001
155 H -15.50 -2.58 -5.45  0.000
156 H -14.47 -3.02 -6.80  0.000


# 2
The following is a DFT calculation (ωB97M-V/def2-TZVPD) of a cluster of 15 separate species, C10H50N20O15 in total.

Its net charge is 0. Its HOMO-LUMO gap is 8.022 eV. Its multiplicity is 1. Its energy above the lowest of the compared OMol25 structures with the same formula, charge and spin is 113.12 kcal/mol.

Each line ends with the Löwdin charge.
Geometry (Å):
1 O -5.22 -18.40 7.41  -0.047
2 H -4.33 -18.50 7.75  -0.003
3 H -5.21 -18.84 6.57  0.073
4 O -7.37 -16.91 8.38  -0.051
5 H -6.59 -17.35 8.04  -0.027
6 H -7.27 -16.00 8.09  0.029
7 O -4.93 -16.75 13.19  -0.056
8 H -5.09 -15.80 13.14  0.030
9 H -5.62 -17.14 12.66  -0.022
10 O -5.23 -16.75 10.19  -0.039
11 H -4.59 -17.20 9.65  0.016
12 H -6.08 -17.10 9.91  0.012
13 O -7.60 -17.75 12.57  -0.046
14 H -8.29 -18.20 12.08  -0.019
15 H -7.92 -17.75 13.47  0.057
16 C -1.32 -16.76 13.29  -0.778
17 O -0.99 -17.91 13.16  0.049
18 N -1.19 -15.79 12.44  0.168
19 N -1.51 -16.14 14.40  0.172
20 H -0.95 -14.88 12.81  0.123
21 H -1.04 -16.14 11.51  0.080
22 H -1.65 -15.14 14.29  0.112
23 H -1.47 -16.58 15.31  0.133
24 C -9.88 -19.16 9.74  -0.736
25 O -9.58 -18.78 10.89  0.006
26 N -10.27 -18.49 8.66  0.165
27 N -10.04 -20.40 9.54  0.171
28 H -10.27 -17.48 8.72  0.113
29 H -11.05 -18.89 8.15  0.111
30 H -10.10 -21.01 10.34  0.142
31 H -10.32 -20.65 8.60  0.121
32 C -8.39 -12.05 9.24  -0.815
33 O -9.08 -11.59 10.13  0.026
34 N -7.38 -11.48 8.60  0.162
35 N -8.75 -13.04 8.53  0.156
36 H -6.97 -10.62 8.91  0.115
37 H -6.89 -11.95 7.85  0.042
38 H -8.18 -13.39 7.77  0.092
39 H -9.40 -13.59 9.07  0.119
40 C -5.59 -13.40 12.02  -0.819
41 O -5.18 -12.54 12.74  0.051
42 N -6.80 -13.85 11.90  0.197
43 N -4.71 -14.08 11.30  0.152
44 H -7.03 -14.62 11.29  0.111
45 H -7.49 -13.25 12.34  0.125
46 H -3.77 -13.73 11.31  0.107
47 H -4.90 -15.02 10.98  0.042
48 C -1.66 -17.66 5.82  -0.773
49 O -2.66 -16.93 5.85  0.002
50 N -0.62 -17.46 5.09  0.161
51 N -1.51 -18.71 6.57  0.192
52 H -0.61 -16.78 4.35  0.133
53 H 0.21 -18.03 5.18  0.119
54 H -0.66 -19.25 6.49  0.119
55 H -2.26 -18.97 7.19  0.074
56 C -0.07 -15.59 8.62  -0.753
57 O 0.14 -15.28 9.83  -0.014
58 N -1.06 -15.12 7.89  0.175
59 N 0.73 -16.26 7.91  0.185
60 H -1.49 -14.47 8.53  0.111
61 H -1.01 -15.00 6.89  0.112
62 H 0.49 -16.43 6.94  0.087
63 H 1.44 -16.75 8.44  0.136
64 C -4.34 -20.40 13.67  -0.740
65 O -3.43 -20.13 14.47  0.009
66 N -5.09 -19.52 13.07  0.159
67 N -4.81 -21.59 13.38  0.158
68 H -6.02 -19.87 12.84  0.103
69 H -4.88 -18.54 13.16  0.050
70 H -4.55 -22.43 13.88  0.112
71 H -5.46 -21.71 12.61  0.046
72 C -2.32 -18.80 10.00  -0.750
73 O -2.96 -18.90 9.01  0.004
74 N -1.01 -18.92 10.02  0.195
75 N -2.82 -18.56 11.19  0.231
76 H -0.48 -18.80 10.87  0.111
77 H -0.63 -19.29 9.15  0.100
78 H -3.80 -18.54 11.40  0.084
79 H -2.13 -18.44 11.92  0.052
80 C -5.94 -21.18 10.09  -0.822
81 O -6.40 -21.79 10.99  0.047
82 N -6.57 -20.19 9.57  0.214
83 N -4.85 -21.52 9.47  0.192
84 H -6.32 -19.75 8.70  0.083
85 H -7.29 -19.80 10.15  0.101
86 H -4.73 -21.28 8.50  0.105
87 H -4.30 -22.31 9.77  0.125
88 C -5.29 -14.19 6.80  -0.760
89 O -5.90 -13.17 7.04  0.027
90 N -5.60 -15.02 5.81  0.174
91 N -4.33 -14.70 7.47  0.202
92 H -4.99 -15.81 5.68  0.089
93 H -6.41 -14.73 5.28  0.122
94 H -3.85 -14.22 8.22  0.114
95 H -3.92 -15.59 7.24  0.075